Molecular formula: C22H45N12O17
Method: DFT, ωB97M-V/def2-TZVPD

Last column: Mulliken charge in e.
Element x y z (Å)
1 C 2.657 1.739 2.095  -1.2658
2 C 3.048 1.428 0.614  0.3695
3 N 3.049 -0.015 0.246  -0.4047
4 C 3.242 -0.185 -1.163  0.1923
5 N 3.000 -1.400 -1.693  -0.2119
6 N 3.653 0.817 -2.079  -0.1592
7 C 3.137 2.176 -1.758  -0.8770
8 C 2.195 2.175 -0.477  0.5060
9 C 1.887 3.684 -0.172  -1.3979
10 C 0.674 3.966 0.783  0.1053
11 C -0.586 3.090 0.537  0.2892
12 O -0.521 1.894 0.786  -0.5758
13 N -1.865 3.591 0.073  -0.3681
14 C -2.850 2.495 0.092  0.2518
15 C -3.107 1.881 -1.217  -0.4088
16 C -4.032 0.747 -1.283  -0.2675
17 C -4.666 0.263 -0.053  -0.3208
18 C -4.439 0.906 1.256  -0.7875
19 C -3.510 2.043 1.328  -0.4565
20 H 1.627 1.434 2.397  0.1934
21 H 2.887 2.836 2.298  0.2192
22 H 3.381 1.167 2.748  0.4886
23 H 4.117 1.792 0.486  0.1508
24 H 3.886 -0.444 0.680  0.4455
25 H 2.323 -1.485 -2.449  0.2396
26 H 3.507 -2.245 -1.425  0.2389
27 H 4.693 0.838 -2.073  0.4568
28 H 2.536 2.616 -2.596  0.3377
29 H 4.004 2.872 -1.549  0.3679
30 H 1.279 1.607 -0.804  0.3626
31 H 1.736 4.226 -1.139  0.4484
32 H 2.806 4.118 0.324  0.3289
33 H 0.385 5.052 0.640  0.4499
34 H 0.947 3.889 1.873  -0.1643
35 H -2.192 4.375 0.645  0.3990
36 H -2.628 2.235 -2.156  0.3899
37 H -4.217 0.280 -2.284  0.3382
38 H -5.347 -0.622 -0.069  0.3930
39 H -4.917 0.543 2.199  0.6062
40 H -3.262 2.582 2.271  0.3327
41 C 8.186 0.295 -2.334  -0.6945
42 N 7.450 1.584 -2.280  0.9706
43 O 6.252 1.547 -2.002  -0.7346
44 O 8.078 2.584 -2.513  -0.4860
45 H 7.496 -0.513 -2.103  0.2696
46 H 8.584 0.185 -3.341  0.3147
47 H 8.984 0.343 -1.596  0.2765
48 C 0.771 -4.511 -2.154  -0.6448
49 N 1.849 -5.516 -2.345  0.9191
50 O 1.585 -6.673 -2.105  -0.5075
51 O 2.928 -5.094 -2.731  -0.5634
52 H -0.127 -5.015 -1.811  0.3067
53 H 1.122 -3.798 -1.410  0.2143
54 H 0.598 -4.030 -3.115  0.2741
55 C -4.895 -2.657 -2.635  -0.6101
56 N -3.794 -3.643 -2.817  0.8931
57 O -4.043 -4.811 -2.592  -0.5179
58 O -2.716 -3.206 -3.182  -0.5813
59 H -5.788 -3.178 -2.313  0.3300
60 H -4.572 -1.944 -1.879  0.0660
61 H -5.060 -2.170 -3.594  0.4029
62 C -7.119 2.108 4.893  -0.6810
63 N -6.678 0.695 4.748  0.8639
64 O -5.695 0.479 4.057  -0.5760
65 O -7.331 -0.144 5.328  -0.5040
66 H -6.447 2.744 4.323  0.2626
67 H -8.134 2.176 4.508  0.2909
68 H -7.081 2.356 5.951  0.2847
69 C -3.422 -7.860 -2.454  -0.6911
70 N -4.073 -9.131 -2.872  0.8798
71 O -3.787 -9.573 -3.969  -0.5256
72 O -4.848 -9.636 -2.083  -0.5225
73 H -2.763 -7.527 -3.250  0.2889
74 H -4.208 -7.133 -2.274  0.2987
75 H -2.859 -8.065 -1.546  0.2912
76 C -8.729 -1.314 -0.954  -0.8073
77 N -7.816 -2.307 -1.579  0.8645
78 O -7.152 -3.010 -0.825  -0.5004
79 O -7.799 -2.347 -2.800  -0.5126
80 H -8.641 -1.391 0.126  0.3331
81 H -8.426 -0.327 -1.297  0.2898
82 H -9.741 -1.551 -1.277  0.2976
83 C 9.817 2.692 1.533  -0.6902
84 N 10.114 1.351 0.960  0.8313
85 O 9.272 0.850 0.225  -0.5658
86 O 11.171 0.849 1.262  -0.4886
87 H 8.843 3.015 1.177  0.2803
88 H 9.821 2.593 2.616  0.2894
89 H 10.596 3.372 1.196  0.2949
90 C 1.468 3.402 5.683  -0.7193
91 N 1.931 4.540 4.844  0.8669
92 O 1.398 5.615 5.015  -0.5149
93 O 2.818 4.306 4.039  -0.5193
94 H 0.683 3.755 6.346  0.3257
95 H 1.091 2.632 5.013  0.2498
96 H 2.323 3.046 6.253  0.3014

Results
HOMO level in Ha: -0.40485
Maximum force in eV Å⁻¹: 3.1
Energy in a.u.: -2800.353032
Total charge: +1